Formula: C15H33CuN9S
Source: the Open Molecules 2025 dataset
Level of theory: wB97M-V/def2-TZVPD

Element x y z (Å)
1 Cu -0.33052 0.58633 -0.09890
2 C 1.71362 2.44934 0.93419
3 C 0.48534 3.32415 0.71459
4 N -0.72820 2.49169 0.60320
5 C -1.77499 2.99752 -0.30368
6 C -1.30522 2.89512 -1.75789
7 N -0.32345 1.78850 -1.93037
8 C 1.06622 2.25774 -2.21011
9 C 2.15210 1.58394 -1.36601
10 N 1.72970 1.29160 0.01777
11 H 2.61673 3.05684 0.82540
12 H 1.70360 2.05207 1.95118
13 H 0.39012 4.03439 1.53777
14 H 0.58528 3.92073 -0.18859
15 H -1.14064 2.34208 1.51828
16 H -2.65298 2.36985 -0.14039
17 H -2.05739 4.02544 -0.06461
18 H -2.16492 2.72341 -2.40362
19 H -0.85343 3.82967 -2.08933
20 H -0.62667 1.21613 -2.70671
21 H 1.30717 2.10309 -3.26273
22 H 1.09104 3.33347 -2.05772
23 H 2.43461 0.63583 -1.81812
24 H 3.04316 2.21867 -1.38268
25 H 2.36724 0.59964 0.39329
26 C 0.53108 -1.37907 -2.16704
27 N 0.39834 -2.64839 -2.82739
28 C 0.75275 -3.71159 -1.88138
29 N -0.11897 -3.67513 -0.70697
30 C 0.00188 -2.40020 -0.05259
31 N -0.36893 -1.25041 -0.96286
32 C -1.78088 -1.51756 -1.43390
33 N -1.90008 -2.79332 -2.08597
34 C -0.99833 -2.83292 -3.24002
35 C -1.50918 -3.85031 -1.14566
36 H 0.28565 -0.58423 -2.87155
37 H 1.55897 -1.25632 -1.82280
38 H 1.79130 -3.58754 -1.56928
39 H 0.65136 -4.67680 -2.37470
40 H 1.03639 -2.24011 0.26851
41 H -0.66366 -2.36266 0.80731
42 H -2.06164 -0.71855 -2.12583
43 H -2.43196 -1.48171 -0.55839
44 H -1.27586 -2.04689 -3.94502
45 H -1.09632 -3.79566 -3.73857
46 H -1.60875 -4.81726 -1.63593
47 H -2.17041 -3.82743 -0.27859
48 S -1.59717 -0.14472 1.87567
49 C -0.52106 -0.11204 3.21292
50 N 0.67299 -0.70784 3.28328
51 C 1.18577 -0.73619 4.66463
52 C 0.22759 0.23439 5.38861
53 N -0.79798 0.47880 4.36497
54 H 0.93847 -1.38779 2.59112
55 H 2.21907 -0.40228 4.70297
56 H 1.12496 -1.74753 5.06421
57 H 0.71440 1.16882 5.66194
58 H -0.21640 -0.20427 6.27874
59 H -1.70091 0.88748 4.54530

As for the expectation value of S²: 0.75. The value obtained for the total energy is -3122.3485 Ha. As for the orbital gap (spin up / spin down): 9.31 / 7.11 eV. The HOMO energy (spin up / spin down) comes out at -14.4 / -14.4 eV. The value obtained for the energy above the lowest of the compared OMol25 structures with the same formula, charge and spin is 1.74 kcal per mole. The calculation puts the LUMO energy (spin up / spin down) at -0.186 / -0.266 Eh. Its spin multiplicity is 2. Its net charge is +2.



Formula: C15H33N3NbO2Tl
Source: the Open Molecules 2025 dataset
Level of theory: wB97M-V/def2-TZVPD

Element x y z (Å)
1 N 0.30867 1.82756 0.04675
2 C 0.89910 2.85330 0.31070
3 O 1.46730 3.86502 0.56970
4 Tl 2.49336 1.10812 -1.77825
5 Nb 0.03779 -0.24872 0.07877
6 N -0.42809 -0.49788 -1.81079
7 N -1.61745 -0.11057 1.14453
8 C -0.99225 0.01604 -3.04091
9 C -2.59512 0.89288 1.55672
10 C -0.48196 -0.75938 -4.25981
11 C -2.50820 -0.15835 -3.00393
12 C -0.62217 1.47946 -3.18485
13 C -1.96138 1.66913 2.69258
14 C -3.89255 0.27183 2.04970
15 C -2.92689 1.82331 0.40517
16 H 0.61256 -0.77053 -4.31517
17 H -0.87077 -0.26085 -5.15686
18 H -0.85338 -1.79078 -4.27858
19 H -2.78226 -1.21571 -2.90984
20 H -2.92499 0.21487 -3.94899
21 H -2.96747 0.39247 -2.17469
22 H -0.90629 2.08165 -2.31472
23 H -1.14619 1.86380 -4.06899
24 H 0.45355 1.60632 -3.36723
25 H -1.69812 0.99315 3.51229
26 H -2.66948 2.41799 3.05905
27 H -1.05394 2.17257 2.34825
28 H -3.76385 -0.30014 2.97275
29 H -4.34852 -0.35935 1.28339
30 H -4.59141 1.08605 2.27223
31 H -3.60555 2.60301 0.77664
32 H -3.42515 1.26976 -0.39800
33 H -2.04267 2.32172 0.00227
34 C -0.42722 -1.98554 -1.68596
35 H -0.10366 -2.31350 -0.66076
36 H -1.42674 -2.41783 -1.88659
37 H 0.29440 -2.40847 -2.40861
38 C -1.64707 -1.40367 1.84141
39 H -0.78411 -2.03759 1.54901
40 H -1.61712 -1.27870 2.93859
41 H -2.57552 -1.95026 1.59106
42 C 4.30885 -0.14653 0.44357
43 C 3.16279 -0.71090 1.26346
44 C 3.21911 -2.23222 1.31937
45 C 3.11994 -0.06171 2.64230
46 O 1.93503 -0.32909 0.55306
47 H 5.28413 -0.47007 0.84374
48 H 4.28845 0.95429 0.47993
49 H 4.27255 -0.50252 -0.59545
50 H 4.16846 -2.55111 1.78092
51 H 2.40591 -2.65076 1.92860
52 H 3.15910 -2.67871 0.31613
53 H 2.99870 1.02789 2.56852
54 H 2.29822 -0.45099 3.25981
55 H 4.06327 -0.27446 3.17727

The value obtained for the total energy is -1135.0315 Ha. As for the orbital gap (spin up / spin down): 7.23 / 7.24 eV. The HOMO energy (spin up / spin down) comes out at -15.6 / -15.6 eV. The calculation puts the LUMO energy (spin up / spin down) at -0.307 / -0.307 Eh. Its spin multiplicity is 1. Its net charge is +2.



Formula: C15H33N5Ti
Source: the Open Molecules 2025 dataset
Level of theory: wB97M-V/def2-TZVPD

Element x y z (Å)
1 Ti -0.08612 0.00252 -0.00561
2 C -1.93179 1.61179 2.36956
3 C -2.36283 1.77920 0.88492
4 N -1.26091 1.72364 -0.13544
5 C -1.79444 1.76598 -1.54787
6 C -0.71768 1.35416 -2.56039
7 N -0.02843 0.09366 -2.13771
8 C -0.50699 -1.19030 -2.73556
9 C -1.93614 -1.61294 -2.36804
10 C -2.35825 -1.78400 -0.88101
11 N -1.25159 -1.72324 0.13392
12 C -1.77717 -1.76817 1.54897
13 C -0.69665 -1.34978 2.55444
14 N -0.01778 -0.08528 2.12680
15 C -0.49874 1.19570 2.72862
16 H -2.63220 0.92034 2.84214
17 H -2.08420 2.56258 2.88035
18 H -2.90955 2.71383 0.77235
19 H -3.06023 0.98811 0.61371
20 H -0.65821 2.53657 -0.00168
21 H -2.18197 2.75368 -1.79559
22 H -2.63219 1.07060 -1.59394
23 H 0.03210 2.14147 -2.62809
24 H -1.16613 1.25251 -3.54973
25 H 0.94208 0.17579 -2.42458
26 H 0.19821 -1.96120 -2.42010
27 H -0.45159 -1.14017 -3.82483
28 H -2.08715 -2.56389 -2.87896
29 H -2.64226 -0.92428 -2.83603
30 H -2.89901 -2.72179 -0.76638
31 H -3.05882 -0.99716 -0.60552
32 H -0.64514 -2.53294 -0.00276
33 H -2.15789 -2.75787 1.79947
34 H -2.61826 -1.07715 1.59948
35 H 0.05814 -2.13269 2.61762
36 H -1.13960 -1.25032 3.54646
37 H 0.95515 -0.16212 2.40654
38 H 0.20100 1.97010 2.40971
39 H -0.43692 1.14513 3.81755
40 C 5.07891 1.07446 0.96156
41 C 4.59194 0.00749 -0.03362
42 C 5.06533 0.33014 -1.46024
43 C 5.06191 -1.39507 0.39484
44 C 3.10908 0.00316 -0.01944
45 N 1.95491 -0.00262 -0.00880
46 H 6.16927 1.07415 0.94746
47 H 4.75048 0.85348 1.97745
48 H 4.73517 2.07065 0.68203
49 H 6.15571 0.32991 -1.46306
50 H 4.72546 1.31528 -1.78127
51 H 4.72288 -0.41957 -2.17416
52 H 6.15232 -1.39753 0.38351
53 H 4.71153 -2.16413 -0.29382
54 H 4.73040 -1.63853 1.40451

As for the expectation value of S²: 2.00. The value obtained for the total energy is -1714.1248 Ha. As for the orbital gap (spin up / spin down): 7.37 / 11.27 eV. The HOMO energy (spin up / spin down) comes out at -12.6 / -16.6 eV. The value obtained for the energy above the lowest of the compared OMol25 structures with the same formula, charge and spin is 18.03 kcal per mole. The calculation puts the LUMO energy (spin up / spin down) at -0.193 / -0.194 Eh. Its spin multiplicity is 3. Its net charge is +2.



Formula: C15H34I2N11O21S3
Source: the Open Molecules 2025 dataset
Level of theory: wB97M-V/def2-TZVPD

Element x y z (Å)
1 C -3.01986 1.57020 1.06398
2 C -2.33933 2.17422 -0.17864
3 I -1.10561 0.67641 -1.09428
4 C -1.64621 3.51567 0.08342
5 I -1.39141 4.64626 -1.71337
6 S -0.09518 3.46147 1.03066
7 O 0.97469 2.90826 0.23203
8 O 0.16289 4.85421 1.31523
9 N -0.47748 2.64188 2.35781
10 S 0.74008 2.35835 3.36758
11 O 0.26050 2.61495 4.70486
12 O 1.97009 3.06530 3.11233
13 C 1.17190 0.59837 3.32818
14 C 0.60233 -0.23004 2.16071
15 S 1.88536 -1.24217 1.35255
16 C 2.73424 -0.02324 0.42302
17 N 2.37989 0.48415 -0.68457
18 N 3.33671 1.43972 -0.97831
19 C 4.18431 1.42373 -0.04188
20 O 3.89136 0.50278 0.90648
21 H -3.37718 2.34489 1.73773
22 H -3.91181 1.05548 0.69838
23 H -2.40700 0.82520 1.56013
24 H -3.13149 2.37307 -0.89318
25 H -2.32391 4.08772 0.70562
26 H 0.86375 0.18330 4.28574
27 H 2.25836 0.57348 3.31589
28 H 0.15829 0.43212 1.41893
29 H -0.17023 -0.89439 2.54233
30 H 5.03975 2.06464 0.04213
31 C 4.29286 4.72230 -2.11412
32 N 4.56852 5.48912 -3.36061
33 O 4.05861 5.10435 -4.39318
34 O 5.29443 6.45856 -3.26510
35 H 3.63627 3.89053 -2.34781
36 H 5.24757 4.36953 -1.73529
37 H 3.81917 5.40093 -1.41045
38 C 1.79257 -5.67609 1.12624
39 N 0.48375 -4.97896 1.24211
40 O 0.45377 -3.93370 1.84539
41 O -0.47747 -5.51377 0.71351
42 H 2.54163 -5.08331 1.63889
43 H 1.68427 -6.65322 1.58701
44 H 2.02274 -5.76471 0.07356
45 C -2.75386 -7.03581 2.52395
46 N -2.08579 -8.20127 3.16264
47 O -2.40464 -9.31235 2.79248
48 O -1.25872 -7.95835 4.01786
49 H -3.45952 -7.40152 1.78767
50 H -3.26224 -6.48091 3.30684
51 H -1.98189 -6.43221 2.05475
52 C 5.73442 -7.12032 -1.47782
53 N 4.43871 -6.68458 -0.88969
54 O 3.98837 -7.33847 0.03117
55 O 3.92264 -5.70258 -1.37571
56 H 6.07360 -8.00247 -0.94778
57 H 5.55851 -7.33738 -2.52702
58 H 6.43622 -6.29991 -1.36165
59 C -4.18854 -1.94764 -2.94991
60 N -4.39861 -0.92376 -1.89408
61 O -4.45617 -1.30614 -0.74472
62 O -4.49493 0.22554 -2.26453
63 H -4.11988 -2.92049 -2.47709
64 H -5.03803 -1.89953 -3.62491
65 H -3.26447 -1.69634 -3.46304
66 C -2.63792 -2.99081 5.17955
67 N -2.34901 -2.25389 3.91927
68 O -2.90710 -2.62417 2.90924
69 O -1.56871 -1.32966 4.00271
70 H -3.34453 -3.78308 4.96141
71 H -1.69776 -3.39456 5.54349
72 H -3.05521 -2.27811 5.88459
73 C 3.91222 5.96647 -7.63977
74 N 2.69379 6.56890 -8.24775
75 O 1.63387 6.01318 -8.06158
76 O 2.85074 7.58531 -8.89594
77 H 3.62732 5.07461 -7.09546
78 H 4.59272 5.72801 -8.45217
79 H 4.34408 6.70384 -6.97050
80 C -6.21082 5.94240 0.90901
81 N -5.64537 4.92819 -0.02153
82 O -6.16918 4.80317 -1.10776
83 O -4.69222 4.29769 0.38227
84 H -7.04958 6.42633 0.42237
85 H -6.52699 5.41979 1.80682
86 H -5.42204 6.65530 1.13069

The value obtained for the total energy is -4563.5124 Ha. As for the orbital gap: 6.73 eV. The HOMO energy comes out at -5.7 eV. The calculation puts the LUMO energy at 0.037 Eh. Its spin multiplicity is 1. Its net charge is -1.



Quick rundown of maximum force, same order as above: 0.0078; 0.0619; 0.0275; 0.0426 hartree/bohr